Record 1
An isolated molecule of C3H4N2OS in a non-equilibrium geometry. Source: the OMol25 dataset; level of theory: ωB97M-V with the def2-TZVPD basis set.

Computed properties:
LUMO: 0.02509 hartree
HOMO-LUMO gap: 0.3281 Eh
SMILES string: Oc1nc(S)c[nH]1
molecular weight: 116.14 g/mol

Structure (XYZ):
```
11
C3H4N2OS, DFT ωB97M-V with the def2-TZVPD basis set
O 2.605 -0.871 0.027
C 1.440 -0.135 -0.127
N 0.385 -0.875 -0.046
C -0.689 0.069 0.045
S -2.398 -0.263 -0.051
C -0.123 1.412 0.043
N 1.324 1.142 -0.052
H 2.165 -1.744 0.190
H -2.076 -1.484 0.793
H -0.186 2.600 0.180
H 1.901 1.845 0.356
```

Record 2
An isolated molecule of C3H4N2OS in a non-equilibrium geometry. Source: the OMol25 dataset; level of theory: ωB97M-V with the def2-TZVPD basis set.

Computed properties:
LUMO (alpha / beta): 0.00793 / 0.00918 hartree
HOMO-LUMO gap (alpha / beta): 0.2535 / 0.2735 Eh
molecular weight: 116.14 g/mol

Structure (XYZ):
```
11
C3H4N2OS, DFT ωB97M-V with the def2-TZVPD basis set
C -0.238 -0.318 -1.677
C -0.052 0.998 -1.208
C -0.474 -1.380 -0.925
N -0.112 0.186 1.121
N 0.345 0.028 2.371
O -0.809 -2.364 -0.383
S 0.098 1.547 0.331
H -0.339 -0.363 -2.734
H -0.103 1.666 -1.972
H 0.826 0.842 2.747
H 0.859 -0.841 2.328
```

Record 3
An isolated molecule of C3H4N2OS2 in a non-equilibrium geometry. Source: the OMol25 dataset; level of theory: ωB97M-V with the def2-TZVPD basis set.

Computed properties:
LUMO: -0.02965 hartree
HOMO-LUMO gap: 0.2918 Eh
SMILES string: C=NS/C(C=S)=N\O
molecular weight: 148.21 g/mol

Structure (XYZ):
```
12
C3H4N2OS2, DFT ωB97M-V with the def2-TZVPD basis set
C -2.448 1.432 -1.790
N -1.401 1.155 -1.075
S -1.401 -0.333 -0.325
C 0.180 -0.346 0.410
C 1.014 0.862 0.634
S 2.645 0.863 0.618
N 0.631 -1.470 0.813
O -0.240 -2.460 0.541
H -3.265 0.719 -1.943
H -2.470 2.454 -2.309
H 0.459 1.783 0.590
H 0.197 -3.255 0.940
```

Record 4
An isolated molecule of C3H4N2OS2 in a non-equilibrium geometry. Source: the OMol25 dataset; level of theory: ωB97M-V with the def2-TZVPD basis set.

Computed properties:
LUMO: 0.00059 hartree
HOMO-LUMO gap: 0.2931 Eh
SMILES string: Oc1c[nH]n(S)c1=S
molecular weight: 148.21 g/mol

Structure (XYZ):
```
12
C3H4N2OS2, DFT ωB97M-V with the def2-TZVPD basis set
O 2.457 0.423 -0.119
C 1.131 0.048 0.058
C 0.671 -1.259 0.088
N -0.727 -1.300 0.068
N -1.042 0.108 -0.081
S -2.620 0.688 -0.143
C 0.037 0.919 -0.024
S 0.104 2.673 0.013
H 2.477 1.342 -0.425
H 1.380 -2.060 -0.216
H -1.288 -2.089 -0.497
H -2.580 0.508 1.279
```